(1)
Computed, not measured: C21H23N3O5S in the gas phase at a distorted geometry, with wB97M-V/def2-TZVPD.

```
! wB97M-V def2-TZVPD RIJCOSX def2/J DEFGRID3
* xyz 0 1
C -1.60 -6.62 2.09
O -2.07 -5.47 2.76
C -1.51 -4.27 2.46
C -2.01 -3.16 3.14
C -1.51 -1.90 2.92
C -0.50 -1.70 1.99
N 0.01 -0.40 1.79
C 1.38 -0.18 1.43
C 1.66 -0.22 -0.08
O 0.97 -0.84 -0.86
N 2.77 0.45 -0.44
C 3.23 0.48 -1.82
C 2.79 1.73 -2.54
C 3.47 2.93 -2.34
C 3.05 4.08 -2.98
C 1.94 4.05 -3.81
C 1.26 2.86 -4.01
C 1.68 1.71 -3.37
S -0.95 0.94 1.56
O -0.21 2.06 2.08
O -2.26 0.69 2.08
C -1.11 1.17 -0.18
C -1.79 0.31 -1.10
C -2.39 -1.00 -0.79
N -1.79 0.85 -2.28
O -1.14 2.04 -2.20
C -0.73 2.24 -0.94
C 0.00 3.49 -0.60
C 0.01 -2.80 1.31
C -0.48 -4.07 1.54
H -2.19 -7.45 2.47
H -0.54 -6.80 2.29
H -1.76 -6.54 1.00
H -2.80 -3.33 3.86
H -1.91 -1.06 3.46
H 2.01 -0.94 1.91
H 1.65 0.81 1.83
H 3.24 1.04 0.22
H 4.33 0.40 -1.82
H 2.81 -0.40 -2.31
H 4.34 2.96 -1.70
H 3.58 5.01 -2.82
H 1.61 4.95 -4.31
H 0.39 2.83 -4.65
H 1.15 0.78 -3.52
H -3.09 -1.28 -1.58
H -2.89 -0.96 0.17
H -1.60 -1.75 -0.73
H 0.97 3.50 -1.10
H 0.13 3.53 0.47
H -0.57 4.35 -0.95
H 0.79 -2.67 0.57
H -0.05 -4.90 0.99
*
```

## Properties
LUMO energy: 0.506 eV
highest occupied orbital energy: -8.16 eV
Kohn-Sham gap: 0.3186 hartree
calculated total energy: -47692.137 eV
strongest force on any atom: 1.4 eV/A
molar mass: 429.5 g/mol
relative energy (zero: lowest compared OMol25 entry of this formula, charge and spin): 91.7 kcal/mol


(2)
Computed, not measured: a molecular structure, C21H23N5O5Se2Ta, with wB97M-V/def2-TZVPD.

```
! wB97M-V def2-TZVPD RIJCOSX def2/J DEFGRID3
* xyz 1 1
Ta 0.03 -0.09 -0.26
O -2.06 -0.02 -0.71
N -2.93 0.20 0.21
N -2.41 0.20 1.36
O -1.11 -0.01 1.51
C -3.21 0.41 2.54
C -4.60 0.42 2.44
C -5.34 0.63 3.59
C -4.71 0.83 4.81
C -3.32 0.82 4.89
C -2.56 0.61 3.75
H -5.08 0.26 1.49
H -6.42 0.64 3.53
H -5.29 1.00 5.70
H -2.83 0.98 5.83
H -1.48 0.60 3.79
O -0.19 -1.73 -1.29
C 0.39 -2.92 -1.49
C 0.14 -3.62 -2.67
C 0.73 -4.84 -2.89
C 1.59 -5.39 -1.94
C 1.84 -4.71 -0.77
C 1.24 -3.47 -0.52
C 1.44 -2.77 0.74
N 1.06 -1.53 1.06
C 1.45 -1.31 2.37
C 2.07 -2.41 2.84
N 2.06 -3.32 1.80
H -0.53 -3.17 -3.39
H 0.53 -5.37 -3.81
H 2.07 -6.34 -2.13
H 2.52 -5.14 -0.05
H 1.27 -0.38 2.87
H 2.52 -2.63 3.79
H 2.42 -4.25 1.83
O 2.70 4.62 -2.66
C 1.74 3.81 -3.32
C 1.25 2.74 -2.33
C 0.33 1.84 -3.13
O -0.45 0.96 -2.29
C 0.55 3.52 -1.21
Se -0.47 2.56 0.15
C 2.50 2.00 -1.81
Se 2.29 0.08 -1.51
H 3.06 5.26 -3.28
H 2.18 3.31 -4.19
H 0.89 4.41 -3.67
H 0.93 1.23 -3.81
H -0.38 2.44 -3.71
H -1.03 0.41 -2.83
H -0.19 4.20 -1.63
H 1.30 4.13 -0.69
H 2.91 2.47 -0.92
H 3.28 2.02 -2.57
N 2.05 1.77 1.67
C 1.13 1.32 1.01
H 2.13 2.74 1.92
*
```

## Properties
LUMO energy: -3.188 eV
highest occupied orbital energy: -10.58 eV
Kohn-Sham gap: 0.2716 hartree
calculated total energy: -172077.134 eV
strongest force on any atom: 0.4 eV/A
molar mass: 764.3 g/mol
relative energy (zero: lowest compared OMol25 entry of this formula, charge and spin): 0.0 kcal/mol


(3)
Computed, not measured: a molecular structure, C21H23N6O6PRhS, with wB97M-V/def2-TZVPD.

```
! wB97M-V def2-TZVPD RIJCOSX def2/J DEFGRID3
* xyz 0 2
Rh -0.16 0.60 0.30
O 1.39 0.31 1.55
N 1.26 0.88 2.74
C 2.11 0.46 3.70
C 2.13 1.03 4.94
C 1.24 2.08 5.20
C 0.37 2.48 4.23
C 0.35 1.87 2.96
S -0.75 2.28 1.71
H 2.75 -0.35 3.38
H 2.82 0.67 5.68
H 1.23 2.56 6.17
H -0.34 3.28 4.40
N -2.35 1.13 -3.20
C -2.12 2.45 -2.91
C -1.63 2.47 -1.64
N -1.57 1.19 -1.16
C -2.01 0.39 -2.12
C -2.10 -1.06 -1.99
N -1.96 -1.65 -0.84
C -2.07 -2.99 -1.09
C -2.30 -3.21 -2.41
N -2.34 -1.96 -2.99
H -2.68 0.78 -4.08
H -2.31 3.24 -3.61
H -1.30 3.31 -1.05
H -1.96 -3.72 -0.30
H -2.45 -4.10 -2.99
H -2.40 -1.78 -3.97
C -3.12 -2.41 3.38
P -2.48 -0.79 2.91
C -2.72 0.25 4.36
C -3.64 -0.17 1.68
O -1.06 -0.85 2.46
H -4.18 -2.36 3.65
H -2.55 -2.79 4.23
H -2.99 -3.09 2.54
H -3.75 0.22 4.72
H -2.46 1.28 4.09
H -2.04 -0.08 5.15
H -4.63 -0.03 2.12
H -3.69 -0.87 0.85
H -3.26 0.79 1.31
O 1.46 1.61 -1.23
C 1.70 0.44 -1.56
O 1.02 -0.56 -1.16
C 2.83 0.15 -2.51
C 3.51 1.20 -3.11
C 4.54 0.95 -4.00
C 4.89 -0.36 -4.25
C 4.24 -1.43 -3.65
C 3.20 -1.17 -2.78
N 5.98 -0.64 -5.20
O 6.56 0.31 -5.69
O 6.29 -1.80 -5.38
H 3.21 2.21 -2.87
H 5.08 1.75 -4.49
H 4.55 -2.44 -3.88
H 2.67 -1.97 -2.29
*
```

## Properties
LUMO energy (alpha / beta): -0.032 / -0.030 eV
highest occupied orbital energy (alpha / beta): -7.21 / -7.05 eV
Kohn-Sham gap (alpha / beta): 0.2637 / 0.2578 hartree
calculated total energy: -66507.219 eV
strongest force on any atom: 0.8 eV/A
molar mass: 621.4 g/mol
relative energy (zero: lowest compared OMol25 entry of this formula, charge and spin): 1.3 kcal/mol